{
  "formula": "C3H10NS",
  "method": "ωB97M-V/def2-TZVPD",
  "homo_ha": -0.407,
  "spin_multiplicity": 1,
  "total_charge": 1,
  "de_lowest_kcal_mol": 64.2,
  "orbital_gap_ev": 4.72,
  "energy_ev": -15589.3180,
  "elements": ["C", "N", "H", "H", "H", "H", "C", "C", "S", "H", "H", "H", "H", "H", "H"],
  "xyz": [[-0.2783, -1.4395, -3.8842], [-0.9842, -0.7425, -3.0264], [0.1547, -2.3676, -3.4070], [-0.1090, -0.9597, -4.8158], [-1.4916, 0.1153, -3.1884], [-0.8982, -1.1138, -2.0318], [-0.3517, 0.1347, 1.6536], [0.6356, 1.1786, 2.3209], [2.0131, 0.3404, 3.0783], [-0.8675, -0.2611, 2.5256], [0.0097, -0.6683, 1.1133], [-1.0056, 0.7056, 0.9998], [1.0331, 1.7861, 1.5403], [0.0655, 1.9802, 2.8937], [2.0744, 1.3119, 4.2283]],
  "mulliken_charge": [0.032, -0.159, 0.268, 0.297, 0.287, 0.276, -1.081, -0.434, -0.258, 0.306, 0.392, 0.265, 0.296, 0.350, 0.163]
}

{
  "formula": "C25H47BN2O6PS",
  "method": "ωB97M-V/def2-TZVPD",
  "homo_ha": -0.443,
  "spin_multiplicity": 1,
  "total_charge": 1,
  "orbital_gap_ev": 7.33,
  "energy_ev": -62746.1541,
  "elements": ["C", "C", "C", "C", "C", "C", "N", "N", "B", "O", "O", "C", "C", "C", "O", "C", "C", "O", "C", "S", "C", "P", "O", "O", "H", "H", "H", "H", "H", "H", "H", "H", "H", "H", "H", "H", "H", "H", "H", "H", "H", "H", "H", "C", "C", "C", "C", "C", "C", "H", "H", "H", "H", "H", "H", "H", "H", "H", "H", "H", "H", "H", "H", "C", "C", "C", "C", "C", "C", "H", "H", "H", "H", "H", "H", "H", "H", "H", "H", "H", "H", "H", "H"],
  "xyz": [[5.0311, -2.2799, 1.0857], [5.3557, -1.2358, 0.5791], [5.6209, 0.1107, -0.0490], [4.2128, 0.8007, -0.3003], [4.0657, 1.0972, -1.8344], [3.6737, -0.1567, -2.6515], [4.5150, -1.1522, -2.5560], [4.2527, -2.2215, -3.2640], [5.2926, -3.3465, -3.1168], [4.9325, -4.4188, -2.3076], [6.5068, -3.2638, -3.7003], [7.3910, -4.3498, -3.2937], [3.2328, -2.4503, -4.0745], [3.0947, -3.7550, -4.8857], [4.0257, -3.8099, -5.9844], [4.2093, -2.5490, -6.5684], [5.5412, -1.7831, -6.4606], [3.3370, -2.0458, -7.2084], [2.2458, -1.4006, -4.2139], [0.8385, -1.5699, -5.3084], [2.4458, -0.1885, -3.4697], [1.2969, 1.3020, -3.5223], [-0.2094, 0.9300, -4.0829], [1.0197, 1.6673, -1.9135], [4.4193, -3.0363, 1.5587], [6.1416, -0.0660, -1.0079], [6.2889, 0.7328, 0.5658], [3.3931, 0.2128, 0.1372], [4.2768, 1.7670, 0.2343], [3.4484, 1.9716, -2.0879], [5.0924, 1.3401, -2.1842], [4.6580, -5.1852, -2.8283], [7.5393, -4.3343, -2.2017], [7.0031, -5.3374, -3.5935], [8.3561, -4.2169, -3.8087], [3.1684, -4.6520, -4.2499], [2.0913, -3.8044, -5.3512], [5.9770, -1.7072, -7.4764], [6.2964, -2.2865, -5.8367], [5.3847, -0.7456, -6.1163], [0.0523, -2.5397, -4.7441], [-0.7679, 0.6571, -3.3336], [0.0763, 1.8912, -1.8488], [-3.1705, 0.7881, 3.0335], [-2.0624, 1.7978, 3.3128], [-1.3273, 2.2519, 2.0524], [-0.5900, 1.1435, 1.2980], [0.4560, 0.3840, 2.0946], [1.5968, 1.2729, 2.5542], [-2.7791, -0.1304, 2.5915], [-3.6779, 0.5177, 3.9607], [-3.9138, 1.2081, 2.3514], [-1.3572, 1.3776, 4.0356], [-2.5031, 2.6758, 3.7921], [-0.6236, 3.0453, 2.3217], [-2.0476, 2.7148, 1.3690], [-0.0973, 1.5845, 0.4240], [-1.3197, 0.4268, 0.9061], [0.8671, -0.4077, 1.4585], [0.0033, -0.1195, 2.9525], [2.0785, 1.7396, 1.6912], [2.3440, 0.6809, 3.0866], [1.2655, 2.0616, 3.2314], [-8.2698, 4.1373, 3.0729], [-7.6255, 3.5874, 4.3411], [-6.7759, 2.3410, 4.0953], [-7.5389, 1.1298, 3.5552], [-8.7000, 0.6550, 4.4288], [-8.2600, 0.1823, 5.8099], [-8.9537, 3.4164, 2.6217], [-8.8431, 5.0381, 3.2977], [-7.5087, 4.3975, 2.3333], [-8.3996, 3.3809, 5.0854], [-6.9868, 4.3633, 4.7725], [-6.2698, 2.0718, 5.0278], [-5.9780, 2.5900, 3.3862], [-6.8307, 0.3038, 3.4263], [-7.9209, 1.3553, 2.5550], [-9.1985, -0.1751, 3.9196], [-9.4489, 1.4448, 4.5320], [-7.5438, -0.6389, 5.7310], [-9.1184, -0.1728, 6.3824], [-7.7948, 0.9869, 6.3828]],
  "mulliken_charge": [-0.176, -0.479, -0.557, -0.346, -1.243, -0.200, -0.767, 1.001, 0.440, -0.453, -0.347, -0.628, 0.163, -1.355, -0.354, 0.827, -0.903, -0.460, 0.338, -0.114, 0.712, 0.087, -0.377, -0.375, 0.374, 0.303, 0.501, 0.272, 0.339, 0.592, 0.405, 0.339, 0.289, 0.304, 0.243, 0.362, 0.462, 0.394, 0.242, 0.273, 0.226, 0.287, 0.289, -1.131, -0.480, -0.819, 0.009, -0.543, -1.228, 0.366, 0.356, 0.241, 0.268, 0.369, 0.346, 0.385, -0.213, 0.438, 0.379, 0.357, 0.189, 0.383, 0.403, -1.203, -0.532, -0.359, -0.686, -0.417, -1.175, 0.289, 0.378, 0.289, 0.284, 0.366, 0.294, 0.222, 0.354, 0.329, 0.360, 0.253, 0.291, 0.375, 0.283]
}

{
  "formula": "C43H55AsN6O3S2Y",
  "method": "ωB97M-V/def2-TZVPD",
  "homo_ha": [-0.342, -0.309],
  "spin_multiplicity": 1,
  "total_charge": 1,
  "de_lowest_kcal_mol": 165.6,
  "orbital_gap_ev": [7.01, 5.42],
  "energy_ev": -144111.2060,
  "elements": ["Y", "C", "C", "C", "C", "C", "N", "C", "C", "C", "N", "C", "C", "C", "C", "C", "C", "C", "C", "N", "C", "C", "C", "N", "C", "C", "C", "C", "O", "C", "O", "H", "H", "H", "H", "H", "H", "H", "H", "H", "H", "H", "H", "H", "H", "H", "H", "H", "H", "H", "H", "H", "H", "H", "H", "H", "H", "H", "H", "C", "N", "C", "C", "N", "C", "C", "C", "C", "C", "C", "C", "S", "C", "C", "C", "C", "C", "C", "S", "H", "H", "H", "H", "H", "H", "H", "H", "H", "H", "H", "H", "H", "H", "H", "H", "H", "H", "C", "As", "C", "C", "O", "H", "H", "H", "H", "H", "H", "H", "H", "H"],
  "xyz": [[0.0852, 1.9184, -0.8429], [-5.1764, -5.0299, -3.9598], [-4.2716, -4.2716, -3.0136], [-4.3387, -4.4216, -1.6612], [-3.5436, -3.6074, -0.7868], [-3.3656, -3.8501, 0.5979], [-2.6814, -3.0737, 1.4147], [-2.2512, -3.3293, 2.7981], [-0.7204, -3.2060, 3.0301], [-0.2105, -1.8435, 3.5629], [1.1009, -1.5208, 3.0067], [1.9104, -0.4463, 3.3891], [2.8498, 0.2233, 2.4693], [4.1869, 0.3350, 2.8373], [5.1960, 0.9085, 2.0381], [6.6340, 0.9661, 2.5129], [4.8435, 1.3519, 0.7910], [3.4975, 1.3428, 0.3566], [3.2618, 1.8174, -0.9940], [2.1959, 1.7748, -1.7183], [2.3414, 2.2595, -3.1163], [1.0769, 2.1522, -3.9865], [0.7120, 0.7820, -4.5856], [-0.2638, -0.0683, -3.7994], [-0.1899, -1.3298, -3.9023], [-2.3829, -2.7142, -2.7787], [-3.2075, -3.4663, -3.5584], [-2.7684, -2.5648, -1.3897], [-2.3309, -1.5980, -0.7212], [2.4747, 0.9017, 1.2518], [1.2374, 1.2122, 1.0304], [-5.8866, -5.6500, -3.4144], [-4.6070, -5.6801, -4.6299], [-5.7500, -4.3437, -4.5858], [-5.0197, -5.1588, -1.2362], [-3.7734, -4.7643, 1.0297], [-2.3942, -2.2098, 0.9384], [-2.5819, -4.3240, 3.0864], [-2.7707, -2.6219, 3.4445], [-0.2084, -3.4453, 2.0968], [-0.4334, -3.9919, 3.7266], [-0.1204, -1.8704, 4.6484], [-0.9470, -1.0627, 3.3360], [1.2605, -1.8839, 2.0877], [2.0296, -0.3018, 4.4602], [4.4708, -0.0802, 3.8031], [6.7269, 0.5812, 3.5301], [7.0155, 1.9904, 2.5091], [7.2917, 0.3701, 1.8732], [5.6156, 1.7233, 0.1141], [4.1702, 2.1995, -1.4737], [3.1603, 1.7264, -3.6015], [2.6175, 3.3115, -3.0912], [1.2610, 2.7991, -4.8417], [0.2059, 2.5905, -3.4894], [1.6100, 0.1896, -4.7524], [0.2321, 0.9512, -5.5450], [0.5914, -1.6807, -4.5766], [-2.9990, -3.5872, -4.6204], [-3.1074, 0.9130, -0.3684], [-1.7809, 1.1882, 0.2728], [-1.2701, -0.0282, 0.9768], [-0.1938, -1.0109, 0.3348], [0.2397, -1.1554, -1.0915], [1.7275, -1.2025, -1.1426], [-0.1561, -2.4053, -1.6993], [0.1933, -3.5875, -1.1121], [0.1701, -4.8267, -1.7757], [-0.0491, -4.8525, -3.1786], [-0.4290, -3.7281, -3.8128], [-0.8410, -2.4461, -3.0741], [-1.5023, 0.7611, -2.9561], [-1.9996, 2.3784, 1.0971], [-2.2891, 2.3029, 2.4549], [-2.6666, 3.4312, 3.1593], [-2.7745, 4.6497, 2.4939], [-2.4721, 4.7387, 1.1424], [-2.0644, 3.6123, 0.4167], [-1.7024, 3.7772, -1.3061], [-3.8556, 0.7627, 0.4139], [-3.0391, 0.0303, -0.9778], [-3.3896, 1.7613, -0.9825], [-2.1304, -0.6210, 1.2815], [-0.7597, 0.3145, 1.8655], [-0.4916, -1.9831, 0.7026], [0.7052, -0.7349, 0.8293], [2.1353, -2.0763, -0.6317], [2.1556, -0.3299, -0.6923], [2.0567, -1.2483, -2.1823], [0.5967, -3.5661, -0.1051], [0.4449, -5.7307, -1.2432], [0.1092, -5.7670, -3.7421], [-0.5879, -3.7276, -4.8895], [-2.2531, 1.3485, 2.9688], [-2.9025, 3.3530, 4.2144], [-3.1022, 5.5331, 3.0329], [-2.5540, 5.6810, 0.6138], [1.0778, 3.5448, 3.1151], [1.4649, 4.4914, 1.5133], [0.6592, 6.2105, 1.7018], [3.3472, 4.7927, 1.4600], [0.9898, 3.7920, 0.0689], [1.6128, 4.0539, 3.9202], [1.3993, 2.5110, 3.0278], [0.0052, 3.5933, 3.2868], [1.3226, 6.8651, 2.2651], [-0.2903, 6.1028, 2.2150], [0.4919, 6.6068, 0.7035], [3.6387, 5.4943, 2.2407], [3.5782, 5.2066, 0.4825], [3.8638, 3.8453, 1.5931]],
  "mulliken_charge": [-0.764, -1.613, 0.611, -1.029, -0.123, -0.347, 0.306, -0.970, -0.247, -0.178, -0.086, -1.218, -0.371, -0.532, 0.294, -1.536, -1.061, 1.245, -0.484, 1.099, -1.127, -1.214, -0.381, 0.545, -1.305, -0.123, -0.312, 0.467, -0.828, -0.204, 0.300, 0.401, 0.338, 0.345, 0.349, 0.485, -0.627, 0.479, 0.350, -0.014, 0.520, 0.636, -0.314, 0.448, 0.521, 0.442, 0.384, 0.329, 0.308, 0.421, 0.382, 0.545, 0.531, 0.477, 0.553, 0.420, 0.319, 0.463, 0.426, -1.899, 1.270, -1.473, 1.497, 1.997, -1.033, -0.861, -0.184, -1.367, -0.967, -1.416, 2.692, -0.328, 0.498, -0.357, -0.969, -0.645, -0.814, 0.636, -0.536, 0.316, 0.433, 0.351, 1.921, 0.152, -0.706, -0.671, 0.614, -0.168, 0.240, 0.278, 0.532, 0.461, 0.626, 0.414, 0.450, 0.415, 0.509, -0.270, 0.869, -1.126, -1.052, -0.641, 0.605, -0.214, 0.081, 0.500, 0.268, 0.352, 0.483, 0.340, 0.169]
}

> Number 1 is which compound?

C3H10NS

> What is the formula in the third record?

C43H55AsN6O3S2Y